1) This record from the OMol25 dataset describes C2H6O2Pr as an isolated structure. The level of theory is ωB97M-V/def2-TZVPD.

As for the total charge: +2. Its expectation value of S² is 3.758. The spin multiplicity is 4.

Element x y z (Å)
C (-1.0949, -0.6046, 0.0043)
C (-1.1849, 0.9032, 0.0987)
O (-0.0076, 1.5589, 0.1532)
H (-1.3180, -1.7824, -0.0818)
H (-0.8333, -0.7359, -1.0616)
H (-0.8829, -0.8756, 1.0542)
H (-1.7962, 1.2624, 0.9698)
H (-1.7769, 1.3719, -0.7326)
O (2.9598, -0.9347, 0.0450)
H (3.4924, -1.3873, -0.6088)
Pr (2.4425, 1.2242, 0.1597)

=====

2) This record from the OMol25 dataset describes C2H6O2Pr as an isolated structure. The level of theory is ωB97M-V/def2-TZVPD.

As for the total charge: +2. Its expectation value of S² is 3.753. The spin multiplicity is 4.

Element x y z (Å)
C (-1.5499, 0.3834, 0.1261)
C (-0.2703, -0.1178, -0.4915)
O (0.8022, 0.1829, 0.4489)
H (-2.3363, 0.3152, -0.6365)
H (-1.8516, -0.2337, 0.9823)
H (-1.4571, 1.4315, 0.4362)
H (-0.0020, 0.4106, -1.4133)
H (-0.2783, -1.2024, -0.6571)
H (0.9618, -0.6435, 1.3140)
Pr (4.1356, 0.2468, -0.4187)
O (1.8460, -0.7731, 0.3096)

=====

Least stable structure: 2)

=====

1) This record from the OMol25 dataset describes an isolated molecule of C3H10N4S. The level of theory is ωB97M-V/def2-TZVPD.

As for the total charge: 0. The spin multiplicity is 1. The SMILES is NN1CCCNN1S.

Element x y z (Å)
N (0.8487, 2.1506, -0.0078)
N (0.3534, 0.9508, -0.4635)
C (-1.0286, 0.9112, -0.0330)
C (-1.6865, -0.3762, -0.4537)
C (-0.7993, -1.5728, 0.0625)
N (0.6230, -1.5912, -0.1594)
N (1.1589, -0.3754, 0.3669)
S (2.8180, -0.3912, -0.0978)
H (0.5260, 2.3395, 0.9717)
H (1.8534, 2.0978, -0.2378)
H (-1.4445, 1.8619, -0.5517)
H (-1.1175, 1.2052, 1.1433)
H (-1.7592, -0.4015, -1.5141)
H (-2.5962, -0.5744, 0.1319)
H (-0.7881, -1.6601, 1.1517)
H (-1.1301, -2.4140, -0.4046)
H (1.0180, -1.8425, -1.0145)
H (3.1506, -0.3176, 1.1099)

=====

2) This record from the OMol25 dataset describes an isolated molecule of C3H10N4S. The level of theory is ωB97M-V/def2-TZVPD.

As for the total charge: 0. The spin multiplicity is 1. The SMILES is CCN/C(=N\S)NN.

Element x y z (Å)
C (1.8074, -0.6433, 0.8431)
C (0.3987, -0.4812, 1.2944)
N (-0.2064, 0.9066, 0.5959)
C (-0.2374, 0.2469, -0.7521)
N (0.3688, 0.8513, -1.6987)
S (1.3105, 2.3706, -1.5195)
N (-1.1535, -0.8225, -1.0721)
N (-2.4452, -0.3616, -0.4308)
H (2.1201, -1.8402, 1.1276)
H (2.6406, 0.1192, 1.3897)
H (2.0270, -0.4965, -0.2607)
H (-0.4775, -1.2727, 0.8984)
H (0.2551, -0.4005, 2.3687)
H (-1.1743, 1.0920, 0.7219)
H (2.0004, 2.1572, -0.1097)
H (-1.1480, -0.7592, -2.1476)
H (-3.2042, -1.2446, -0.4200)
H (-2.8819, 0.5784, -0.8285)

=====

Least stable structure: 2)

=====

1) This record from the OMol25 dataset describes a 2-piece molecular cluster, C6H14NO overall. The level of theory is ωB97M-V/def2-TZVPD.

As for the total charge: +1. The spin multiplicity is 1.

Element x y z (Å)
C (1.6875, 1.0152, 0.2985)
C (0.3763, 1.6343, 0.0983)
C (-0.6057, 0.7068, -0.4815)
C (-0.4495, 0.0972, -1.6927)
C (-2.7332, -0.4803, -0.1312)
C (-1.9390, 0.5499, 0.1157)
N (1.4627, -0.1870, 1.2414)
H (2.4023, 1.6452, 0.7521)
H (2.2588, 0.7001, -0.5921)
H (0.3884, 2.6882, -0.3246)
H (0.0860, 2.1769, 1.0024)
H (0.3938, 0.1834, -2.3281)
H (-1.0900, -0.5350, -2.1898)
H (-2.4774, -1.4672, -0.6553)
H (-3.7347, -0.5137, 0.2899)
H (-2.1314, 1.3795, 0.7615)
H (1.8707, -1.0066, 0.6698)
H (0.4165, -0.3461, 1.3658)
H (2.0977, -0.2334, 2.0362)
H (0.8267, -2.7188, -0.8680)
H (0.2642, -2.9698, 0.5933)
O (0.6292, -2.3187, 0.0384)

=====

2) This record from the OMol25 dataset describes a 2-piece molecular cluster, C6H14NO overall. The level of theory is ωB97M-V/def2-TZVPD.

As for the total charge: +1. The spin multiplicity is 1.

Element x y z (Å)
C (-1.1380, 1.5563, -0.5503)
C (-0.5295, 1.8121, 0.8240)
C (0.5303, 0.7912, 1.2191)
C (0.2176, -0.4867, 1.4724)
C (1.2806, -1.4682, 1.7635)
C (1.0306, -2.7587, 1.8771)
N (-0.0248, 1.5134, -1.5812)
H (-1.7487, 2.4280, -0.7794)
H (-1.7254, 0.6530, -0.6063)
H (-0.0702, 2.7997, 0.8991)
H (-1.3549, 1.7889, 1.5381)
H (1.5673, 1.0981, 1.1609)
H (-0.7890, -0.8498, 1.6438)
H (2.2734, -1.0615, 1.9144)
H (0.0861, -3.2602, 1.6713)
H (1.7462, -3.5504, 2.0763)
H (-0.2734, 2.0987, -2.3750)
H (0.0923, 0.6326, -2.0973)
H (0.8322, 1.8280, -1.1590)
H (-0.6919, -1.8955, -2.7655)
H (-1.2582, -1.2052, -4.0303)
O (-0.8231, -1.0644, -3.1841)

=====

Least stable structure: 1)

=====

1) This record from the OMol25 dataset describes a 2-piece molecular cluster, C6H14NO overall. The level of theory is ωB97M-V/def2-TZVPD.

As for the total charge: +1. The spin multiplicity is 1.

Element x y z (Å)
C (-0.4478, 0.3965, 0.1320)
C (2.0532, 0.4615, -1.2131)
C (2.1505, 0.1583, 1.3669)
C (-2.8887, 0.2048, 0.2988)
C (-1.4390, -1.5124, -0.8757)
C (1.5564, -0.2101, -0.0008)
N (-1.5307, -0.2309, -0.2253)
O (-0.4802, 1.4771, 0.8812)
H (1.3809, 0.1303, -1.9811)
H (2.0025, 1.4837, -0.9406)
H (3.1309, 0.1894, -1.4810)
H (1.4791, -0.2118, 2.2294)
H (3.1580, -0.3079, 1.3762)
H (2.3203, 1.3189, 1.5068)
H (-3.6971, -0.4571, 0.2063)
H (-3.0886, 1.1555, -0.2510)
H (-2.8146, 0.5511, 1.3320)
H (-2.1240, -2.2090, -0.3870)
H (-0.3670, -1.7090, -0.9235)
H (-1.8831, -1.3832, -1.8357)
H (1.1454, -1.2143, -0.2610)
H (0.3838, 1.9183, 1.0461)

=====

2) This record from the OMol25 dataset describes a 2-piece molecular cluster, C6H14NO overall. The level of theory is ωB97M-V/def2-TZVPD.

As for the total charge: +1. The spin multiplicity is 1.

Element x y z (Å)
C (0.6043, -0.5702, -0.0623)
C (-2.2911, 0.8684, -0.9808)
C (-2.3974, -1.2864, 0.4996)
C (3.0621, -0.2760, -0.0097)
C (1.6377, 1.4848, 0.5869)
C (-1.8839, 0.0775, 0.3028)
N (1.6711, 0.1185, 0.1487)
O (0.6640, -1.7279, -0.5850)
H (-1.4686, 1.5320, -1.2817)
H (-2.4161, 0.1134, -1.8046)
H (-3.2100, 1.4625, -0.8632)
H (-1.8983, -1.8193, -0.2461)
H (-2.0917, -1.6843, 1.4686)
H (-3.4802, -1.5087, 0.4506)
H (3.4544, 0.4188, -0.8363)
H (3.2596, -1.2984, -0.2472)
H (3.6818, -0.0857, 0.8206)
H (1.8565, 1.6131, 1.7580)
H (0.7046, 1.8758, 0.4225)
H (2.3320, 2.0595, 0.0425)
H (-1.6384, 0.8111, 1.1232)
H (-0.1523, -2.1785, -0.7069)

=====

Least stable structure: 2)

=====

1) This record from the OMol25 dataset describes a 2-piece molecular cluster, C6H12S overall. The level of theory is ωB97M-V/def2-TZVPD.

As for the total charge: 0. The spin multiplicity is 1. The SMILES is C=CC=C.CSC.

Element x y z (Å)
C (-2.1389, -0.4608, -0.0870)
C (-1.6548, -1.2390, -1.0567)
C (-0.9624, -0.7344, -2.2359)
C (-0.5194, -1.5712, -3.1810)
H (-2.1129, 0.6214, -0.1200)
H (-2.6264, -0.8909, 0.7789)
H (-1.8097, -2.3091, -1.0018)
H (-0.8580, 0.3361, -2.3646)
H (0.0226, -1.2060, -4.0429)
H (-0.6721, -2.6381, -3.0880)
C (0.7929, 1.3397, 0.6449)
S (2.4662, 1.6073, 1.3114)
C (2.1996, 0.9389, 2.9589)
H (0.0541, 1.8389, 1.2697)
H (0.5769, 0.2740, 0.6569)
H (0.7711, 1.7014, -0.3780)
H (3.1481, 0.9117, 3.4913)
H (1.5150, 1.5537, 3.5428)
H (1.8083, -0.0739, 2.9011)

=====

2) This record from the OMol25 dataset describes an isolated molecule of C6H12S. The level of theory is ωB97M-V/def2-TZVPD.

As for the total charge: 0. The spin multiplicity is 1. The SMILES is CSC1CCCC1.

Element x y z (Å)
C (1.8615, 0.9539, -1.1848)
S (0.3566, 0.7762, -2.1257)
C (-0.7455, -0.2172, -0.9779)
C (-1.3700, 0.7558, -0.1204)
C (-1.0560, 0.2471, 1.2178)
C (-0.0547, -1.0238, 1.0314)
C (-0.0999, -1.5847, -0.3635)
H (1.5186, 1.4869, -0.3202)
H (2.3795, 0.0132, -0.8962)
H (2.3626, 1.7426, -1.8052)
H (-1.6392, -0.4991, -1.4315)
H (-1.0069, 1.8510, -0.4029)
H (-2.3332, 0.7458, -0.7121)
H (-1.8763, -0.1583, 1.8162)
H (-0.3790, 0.9824, 1.7451)
H (1.0189, -0.6020, 1.0330)
H (-0.2136, -1.7637, 1.8393)
H (-0.7200, -2.4252, -0.6859)
H (0.8965, -1.6665, -0.7487)

=====

Least stable structure: 2)

=====

1) This record from the OMol25 dataset describes a 3-piece molecular cluster, C2H9NO4 overall. The level of theory is ωB97M-V/def2-TZVPD.

As for the total charge: 0. The spin multiplicity is 1. The SMILES is O=CNCO.O.O.

Element x y z (Å)
O (-1.2795, 0.9079, 1.6658)
C (-1.0624, -0.2938, 1.4850)
N (0.0702, -0.6547, 0.8368)
C (1.0871, 0.2325, 0.2142)
O (0.9013, 0.2085, -1.1874)
H (-1.6334, -1.1540, 1.8426)
H (0.2075, -1.6301, 0.6024)
H (1.1561, 1.2372, 0.6478)
H (2.0154, -0.2568, 0.5352)
H (0.2484, 0.9652, -1.2995)
O (0.8007, -2.4916, -1.2933)
H (1.3329, -3.0561, -1.8780)
H (1.0002, -1.5399, -1.4481)
O (-0.7259, 2.2448, -0.7563)
H (-1.0203, 1.9285, 0.1282)
H (-1.4635, 2.0431, -1.3496)

=====

2) This record from the OMol25 dataset describes a 3-piece molecular cluster, C2H9NO4 overall. The level of theory is ωB97M-V/def2-TZVPD.

As for the total charge: 0. The spin multiplicity is 1. The SMILES is NCC(=O)O.O.O.

Element x y z (Å)
N (-2.2758, -0.1912, 2.5155)
C (-1.0791, 0.4958, 2.1698)
C (-0.4408, 0.1295, 0.8633)
O (-0.0804, -0.9755, 0.7234)
O (-0.2810, 1.0239, -0.1116)
H (-2.9330, -0.2358, 1.7825)
H (-2.1613, -1.1817, 2.7874)
H (-0.2586, 0.2464, 2.9835)
H (-1.3037, 1.6530, 2.1678)
H (-0.3348, 0.5812, -1.0328)
O (0.3012, -1.9970, -2.1814)
H (-0.2939, -1.9420, -1.4960)
H (1.0039, -2.3944, -1.8205)
O (3.1747, 1.6664, -2.9743)
H (3.6349, 2.2742, -2.2612)
H (2.7812, 0.8429, -2.5675)

=====

Least stable structure: 2)

=====

1) This record from the OMol25 dataset describes a 3-piece molecular cluster, C2H9NO4 overall. The level of theory is ωB97M-V/def2-TZVPD.

As for the total charge: 0. The spin multiplicity is 1. The SMILES is CNC(=O)O.O.O.

Element x y z (Å)
C (1.5847, -1.2522, 0.1962)
N (1.0934, 0.0202, -0.3271)
C (0.5851, 0.9963, 0.4266)
O (-0.0756, 1.9796, 0.0353)
O (0.5909, 0.7541, 1.8077)
H (0.6864, -1.7906, 0.6226)
H (2.2971, -1.1366, 0.9947)
H (1.9134, -1.8407, -0.6722)
H (0.4941, 0.0113, -1.1737)
H (0.4619, 1.6288, 2.1940)
O (-1.2309, 0.4410, -1.8138)
H (-1.0116, 1.1043, -2.4898)
H (-1.3742, 1.0867, -1.0528)
O (-2.2766, -0.8287, 0.6927)
H (-1.5236, -0.1774, 0.8330)
H (-2.2146, -0.9963, -0.2735)

=====

2) This record from the OMol25 dataset describes a 3-piece molecular cluster, C2H9NO4 overall. The level of theory is ωB97M-V/def2-TZVPD.

As for the total charge: 0. The spin multiplicity is 1. The SMILES is NCC(=O)O.O.O.

Element x y z (Å)
N (1.4623, -1.6584, -1.3220)
C (0.3774, -2.1446, -0.2063)
C (-0.0324, -0.7583, 0.3807)
O (0.4186, -0.5123, 1.5177)
O (-0.9886, -0.0182, -0.1962)
H (1.8885, -0.9223, -0.5962)
H (2.0997, -2.5098, -1.4914)
H (0.6582, -2.7374, 0.6200)
H (-0.5709, -2.5711, -0.6002)
H (-1.2135, 0.7808, 0.3740)
O (0.5552, 2.7197, -1.2421)
H (0.5613, 1.9050, -1.6620)
H (-0.2595, 3.1893, -1.4909)
O (-2.0029, 1.8586, 1.9489)
H (-1.1481, 2.4415, 1.9664)
H (-1.8052, 0.9376, 1.9996)

=====

Least stable structure: 2)

=====

1) This record from the OMol25 dataset describes a 2-piece molecular cluster, C2H2O2S2 overall. The level of theory is ωB97M-V/def2-TZVPD.

As for the total charge: 0. The spin multiplicity is 1.

Element x y z (Å)
C (-0.3083, 1.4810, 0.9511)
C (0.4314, 0.2152, 0.9833)
O (-1.1521, 1.3017, -2.3063)
O (0.9075, 1.9518, -3.3949)
S (1.1480, 1.5734, 0.0785)
S (-0.1245, 2.2354, -2.4433)
H (1.2139, 0.0532, 1.7203)
H (0.2349, -0.7232, 0.4609)

=====

2) This record from the OMol25 dataset describes an isolated molecule of C2H2O2S2. The level of theory is ωB97M-V/def2-TZVPD.

As for the total charge: 0. The spin multiplicity is 1. The SMILES is O=C(S)C(O)=S.

Element x y z (Å)
O (0.7373, -1.3093, -1.2121)
C (-0.0886, -0.6031, -0.6622)
S (-1.8742, -0.3943, -0.7614)
C (0.3888, 0.3413, 0.5671)
O (-0.6643, 0.4461, 1.3862)
S (1.8904, 0.9091, 0.7006)
H (-2.2033, -1.0052, -1.9200)
H (-0.4404, 1.2441, 2.0712)

=====

Least stable structure: 1)